# 1
{
  "formula": "C2H8NS",
  "method": "ωB97M-V/def2-TZVPD",
  "total_charge": -1,
  "orbital_gap_ev": 6.994,
  "spin_multiplicity": 1,
  "elements": ["S", "H", "C", "C", "N", "H", "H", "H", "H", "H", "H", "H"],
  "positions_angstrom": [[0.741, 0.370, 2.979], [0.572, 1.504, 2.155], [-0.403, -1.060, 0.051], [-0.565, 0.251, -0.683], [0.691, 0.684, -1.471], [0.219, -1.800, -0.417], [-0.102, -1.014, 1.169], [-1.490, -1.549, 0.054], [-1.257, 0.185, -1.596], [-0.872, 0.945, 0.121], [1.004, 1.515, -1.126], [1.460, -0.031, -1.235]],
  "atomic_forces_ev_per_a": [[-0.074, 1.307, -0.577], [0.175, -1.158, 0.826], [-2.762, -1.577, 1.606], [0.807, 0.099, -1.920], [-0.124, -4.381, 0.511], [0.468, -0.243, -0.622], [-0.289, 0.565, -1.892], [2.037, 0.767, 0.107], [0.038, -0.023, 1.974], [0.068, 0.296, -0.879], [1.162, 2.795, 1.243], [-1.506, 1.556, -0.375]],
  "mulliken_charge": [-0.854, -0.066, -0.796, -0.103, -0.699, 0.364, 0.047, 0.207, 0.221, 0.199, 0.247, 0.235]
}

***

# 2
{
  "formula": "C5H27N2O7",
  "method": "ωB97M-V/def2-TZVPD",
  "total_charge": 2,
  "s2": 0.755,
  "orbital_gap_ev": [10.317, 5.168],
  "spin_multiplicity": 2,
  "elements": ["N", "C", "C", "C", "O", "C", "N", "C", "H", "H", "H", "H", "H", "H", "H", "H", "H", "H", "H", "H", "H", "H", "H", "H", "H", "O", "H", "H", "O", "H", "H", "O", "H", "H", "O", "H", "H", "O", "H", "H", "O"],
  "positions_angstrom": [[-0.811, -0.746, -0.286], [-1.185, 0.847, -0.387], [-2.249, 1.093, 0.730], [-2.940, 2.430, 0.953], [-2.158, 3.100, 1.916], [0.156, 1.577, -0.284], [1.300, 0.825, -0.681], [2.641, 1.521, -0.636], [0.145, -0.839, -0.443], [-1.235, -1.204, -1.166], [-0.964, -1.369, 0.369], [-1.770, 1.030, -1.250], [-3.096, 0.342, 0.636], [-1.817, 0.829, 1.684], [-3.935, 2.461, 1.467], [-3.091, 2.927, 0.086], [-2.192, 4.054, 1.896], [0.106, 2.423, -0.956], [0.219, 1.945, 0.779], [1.295, -0.130, -0.249], [2.688, 2.338, -1.340], [3.119, 1.640, 0.325], [3.221, 0.759, -1.024], [-2.875, -2.916, 2.660], [-1.821, -3.154, 1.372], [-2.722, -2.867, 1.647], [1.490, -2.072, -2.084], [1.834, -2.790, -0.901], [1.067, -2.588, -1.411], [-2.506, -3.612, -0.273], [-2.160, -3.716, -1.913], [-1.997, -3.286, -1.105], [0.729, 2.431, 2.896], [0.679, 3.826, 2.372], [1.377, 3.151, 2.515], [3.266, -0.763, -3.171], [2.047, -0.549, -4.269], [2.453, -1.033, -3.510], [3.847, -2.677, 1.341], [4.523, -1.408, 0.956], [4.017, -2.122, 0.537]],
  "atomic_forces_ev_per_a": [[-1.781, 4.895, -7.279], [-0.927, -1.980, 2.845], [-1.358, -1.537, 0.772], [-0.357, -0.563, 3.141], [1.933, 0.196, 0.200], [-1.437, 0.164, -0.860], [1.368, 1.311, 3.524], [-1.567, -1.179, -1.375], [1.393, -1.130, -0.941], [0.513, 0.142, 1.507], [-2.235, -3.241, 5.187], [0.309, -0.374, -1.621], [1.149, 0.532, -0.491], [0.305, -0.065, 0.447], [0.397, -1.423, -0.909], [-0.132, 1.970, -2.978], [-0.469, 0.410, -0.228], [0.057, 0.711, 0.205], [0.830, 0.005, -0.419], [1.312, 1.020, -0.976], [-0.334, 0.554, 0.351], [-0.817, 0.591, 0.953], [1.745, -1.501, -1.183], [0.885, -0.232, -2.601], [-0.823, -0.099, 1.396], [0.303, 0.254, 1.303], [0.306, 0.558, -1.734], [0.982, -0.906, 1.036], [-0.938, 0.715, 0.704], [0.598, 0.300, -2.979], [-0.777, -1.410, -1.039], [-0.102, 1.363, 3.958], [2.143, 1.771, -0.562], [0.866, 0.088, 0.062], [-3.192, -2.001, 0.465], [2.157, 1.193, -0.164], [1.389, -0.285, 0.931], [-3.548, -0.893, -0.627], [0.150, 0.286, -1.176], [0.140, -0.106, -0.415], [-0.438, -0.107, 1.571]],
  "mulliken_spin": [-0.004, 0.016, -0.008, 0.000, 0.005, 0.004, 0.777, 0.011, -0.007, 0.000, 0.001, 0.011, 0.001, 0.000, 0.001, 0.000, 0.000, 0.019, 0.116, -0.028, 0.005, 0.046, 0.011, 0.000, 0.000, 0.000, 0.000, 0.000, 0.000, 0.000, 0.000, 0.000, -0.001, -0.001, 0.022, 0.000, 0.000, 0.005, 0.000, 0.000, 0.000]
}

***

Relative energy (zero: lowest compared OMol25 entry of this formula, charge and spin) in kJ/mol, matching the order above: 100.0; 375.4